(1)
Below is C4H5BrNS as an isolated structure at a distorted geometry, with properties calculated with ωB97M-V/def2-TZVPD.

Geometry as XYZ:
```
12
Properties=species:S:1:pos:R:3:lowdin_charge:R:1
C -0.99009 1.35665 1.21941 -0.438
C -1.24811 -0.74282 -0.26330 -0.259
C 0.21836 1.15234 0.73239 -0.614
C 1.09136 -0.95825 -0.84461 -0.067
N -0.02201 -0.44554 -0.23717 -0.102
S -2.29125 0.27496 0.81716 1.067
Br 1.77218 2.06643 0.44594 0.928
H -1.20085 2.15821 1.89179 0.093
H -1.53872 -1.63665 -0.65434 0.093
H 0.89520 -1.90387 -1.21993 0.098
H 1.35418 -0.40354 -1.68033 0.094
H 1.95974 -0.91793 -0.20702 0.107
```

For the LUMO energy, the calculation gives -4.289 eV. Its HOMO energy is -13.91 eV. The total energy comes out at -3182.03014 Eh. Its charge is +1. The HOMO-LUMO gap is 9.6 eV.



(2)
Below is an isolated ion of composition C5H13N2O and charge +1 at a distorted geometry, with properties calculated with ωB97M-V/def2-TZVPD.

Geometry as XYZ:
```
21
Properties=species:S:1:pos:R:3:lowdin_charge:R:1
C -0.61872 -1.95031 -2.04570 -0.083
C -0.17840 -0.56060 -1.56004 -0.262
C 0.19095 -0.58125 -0.08667 -0.149
C 0.55891 0.79090 0.53815 -0.194
N -0.03029 1.95749 -0.14271 0.227
C 0.08004 0.92216 1.99542 -0.492
N 0.52648 0.01811 2.86195 0.218
O -0.64536 1.86113 2.27327 0.079
H -0.55252 -2.00098 -3.12948 0.082
H -1.64676 -2.12411 -1.74446 0.082
H 0.01683 -2.74984 -1.65153 0.085
H -1.03376 0.08094 -1.76345 0.101
H 0.64539 -0.23251 -2.17571 0.116
H -0.61682 -1.04175 0.50397 0.135
H 1.04213 -1.25848 0.05293 0.131
H 1.64445 0.89511 0.54162 0.167
H -0.62320 1.70636 -0.93468 0.150
H -0.60681 2.47813 0.54133 0.153
H 0.69121 2.59583 -0.48014 0.186
H 0.11690 0.00679 3.78524 0.141
H 1.03932 -0.81312 2.62068 0.126
```

For the LUMO energy, the calculation gives -3.299 eV. Its HOMO energy is -14.87 eV. The total energy comes out at -382.84988 Eh. Its charge is +1. The HOMO-LUMO gap is 11.6 eV. The structure (SMILES) is CCC[C@@H]([NH3+])C(N)=O.



(3)
Below is a 2-piece molecular cluster, C5H6O3 overall, with properties calculated with ωB97M-V/def2-TZVPD.

Geometry as XYZ:
```
14
Properties=species:S:1:pos:R:3:lowdin_charge:R:1
C 2.00927 -1.88080 -2.26824 0.058
C 1.21344 -2.25785 -1.29264 -0.060
C 0.30020 -2.27577 -0.41360 -0.205
O -0.47475 -2.48342 0.44448 0.134
H 2.79631 -2.52867 -2.62710 0.062
H 1.91780 -0.91621 -2.75346 0.070
C -1.12050 2.65902 1.54486 0.018
C -0.47931 1.90198 0.67539 -0.234
O -0.62654 0.57455 0.45196 -0.114
O -1.61035 -0.02672 1.28727 -0.010
H -1.87132 2.24526 2.19238 0.051
H -0.90806 3.70768 1.61899 0.048
H 0.28024 2.25623 -0.00867 0.118
H -1.42641 -0.97528 1.14838 0.065
```

For the LUMO energy, the calculation gives -1.030 eV. Its HOMO energy is -8.79 eV. The total energy comes out at -419.62433 Eh. The HOMO-LUMO gap is 7.8 eV. The structure (SMILES) is C=C=C=O.C=COO.



(4)
Below is C13H15N6OPtS as an isolated structure at a distorted geometry, with properties calculated with ωB97M-V/def2-TZVPD.

Geometry as XYZ:
```
37
Properties=species:S:1:pos:R:3:mulliken_spin:R:1
Pt -0.80637 0.90353 0.44342 0.324
O -0.38827 -3.23446 0.13611 0.039
C -0.28277 -2.00044 0.37269 -0.003
N -1.14834 -1.03289 -0.00841 0.004
C -2.38423 -1.38256 -0.67281 0.014
C -3.05268 -0.13495 -1.14039 -0.006
C -4.32717 -0.13307 -1.72132 -0.001
C -4.88730 1.06886 -2.08799 0.005
C -4.14931 2.26168 -1.85240 -0.005
C -2.90594 2.17015 -1.26326 0.000
N -2.39136 1.00797 -0.82512 0.022
C 0.89551 -1.40156 0.99640 0.067
C 1.97319 -2.20906 1.32394 0.266
C 3.33391 -1.85281 1.49735 -0.061
C 3.90561 -0.63395 1.24360 0.321
C 3.12317 0.55990 0.71417 0.049
N 0.80094 -0.07028 1.04620 0.270
H -3.05007 -1.97898 -0.02368 0.002
H -2.15501 -2.06151 -1.51354 0.002
H -4.85311 -1.08697 -1.91351 0.000
H -5.86270 1.10498 -2.56663 0.000
H -4.52423 3.22989 -2.17091 0.000
H -2.25087 3.02891 -1.13573 0.003
H 1.72278 -3.27530 1.36680 -0.002
H 4.01003 -2.68026 1.79211 0.003
H 4.97112 -0.59787 1.27183 0.005
H 3.69694 1.50709 0.80189 0.000
N 2.16684 1.06665 -1.59581 0.037
N 3.03050 0.34991 -0.71897 0.016
C 1.86717 0.70126 1.56349 -0.039
N 2.08764 0.41064 2.94150 0.052
S 0.78542 2.37748 1.28300 0.631
H 1.39539 1.59215 -1.13341 -0.003
H 2.74357 1.55969 -2.26553 -0.001
H 2.91639 -0.62814 -1.01188 0.003
H 2.78128 1.01846 3.39020 0.000
H 1.21236 0.47586 3.43662 -0.014
```

The expectation value of S² is 2.0534. For the LUMO energy (spin up / spin down), the calculation gives -3.748 / -6.149 eV. Its HOMO energy (spin up / spin down) is -11.64 / -11.73 eV. The total energy comes out at -1425.31183 Eh. Its charge is +1. The HOMO-LUMO gap (spin up / spin down) is 7.9 / 5.6 eV. Its spin multiplicity is 3.



- Number 1 is which compound?
  C4H5BrNS